No. 1
Formula: C17H45BeBr3ClCsF3NO8P2
Source: the Open Molecules 2025 dataset
Level of theory: the ωB97M-V functional and the def2-TZVPD basis

Results
Frontier orbital gap ... 1.1377 eV
Total charge ... +2
Calculated total energy ... -286528.25752 eV

Geometry (Å):
1 C -0.165 -0.168 0.865
2 C -1.108 1.131 0.725
3 P -2.564 0.882 -0.514
4 C -3.500 2.551 -0.431
5 P -3.830 -0.793 0.083
6 C -4.254 -1.154 -1.774
7 F -4.865 -2.183 0.473
8 C -4.955 0.258 1.201
9 C -6.271 0.745 0.355
10 O -6.610 1.922 0.189
11 F -7.116 -0.292 -0.285
12 H 0.624 0.081 1.678
13 H 0.369 -0.326 -0.133
14 H -0.704 -1.115 1.204
15 H -0.450 1.952 0.241
16 H -1.483 1.567 1.715
17 H -4.415 2.591 -1.117
18 H -2.729 3.336 -0.800
19 H -3.739 2.870 0.658
20 H -2.744 -1.544 0.633
21 H -3.429 -0.712 -2.434
22 H -4.267 -2.298 -1.946
23 H -5.304 -0.687 -2.039
24 H -5.371 -0.460 2.015
25 H -4.434 1.099 1.767
26 O 1.442 3.487 0.566
27 H 2.019 3.175 1.307
28 H 1.879 3.326 -0.337
29 H 1.191 4.431 0.678
30 C 5.153 2.436 -1.212
31 C 4.374 1.404 -0.423
32 O 3.012 1.383 -0.860
33 H 4.708 3.424 -1.081
34 H 6.196 2.472 -0.890
35 H 5.122 2.209 -2.284
36 H 4.385 1.647 0.646
37 H 4.800 0.406 -0.553
38 H 3.010 1.159 -1.802
39 F 3.800 1.008 2.161
40 Cl -5.841 -1.629 -3.268
41 C -5.461 -4.977 0.515
42 C -5.913 -5.483 1.874
43 O -5.925 -6.910 1.917
44 C -4.716 -7.497 2.007
45 O -3.651 -6.926 2.058
46 O -4.895 -8.825 2.004
47 C -3.677 -9.573 1.986
48 H -6.076 -5.410 -0.280
49 H -5.529 -3.890 0.466
50 H -4.428 -5.263 0.306
51 H -6.941 -5.154 2.057
52 H -5.298 -5.078 2.683
53 H -3.021 -9.281 2.809
54 H -3.173 -9.440 1.027
55 H -3.929 -10.627 2.103
56 Cs -7.600 -2.355 0.148
57 Be 2.938 3.910 -1.859
58 C 7.652 8.351 0.023
59 C 8.248 7.397 -1.009
60 C 7.272 6.295 -1.467
61 O 7.096 5.236 -0.527
62 C 6.171 5.520 0.512
63 N 9.490 6.830 -0.470
64 H 7.597 7.910 1.021
65 H 8.267 9.251 0.108
66 H 6.645 8.665 -0.269
67 H 8.501 7.996 -1.892
68 H 7.692 5.824 -2.362
69 H 6.301 6.713 -1.766
70 H 5.343 6.150 0.169
71 H 6.686 5.992 1.350
72 H 5.760 4.573 0.870
73 H 9.938 6.273 -1.197
74 H 9.228 6.139 0.234
75 O 1.470 -2.450 0.535
76 H 1.471 -2.674 1.475
77 H 2.354 -2.093 0.380
78 C -3.493 -8.843 -2.521
79 Br -2.325 -10.302 -2.003
80 Br -4.386 -9.196 -4.206
81 Br -4.756 -8.399 -1.115
82 H -2.862 -7.968 -2.671

How is the electron density shared among the atoms? According to Mulliken, the charges in e are: number 1, C, carries -0.956; number 2, C, carries -0.155; number 3, P, carries 0.090; number 4, C, carries -1.028; number 5, P, carries 0.636; number 6, C, carries -1.026; number 7, F, carries -0.809; number 8, C, carries -0.535; number 9, C, carries 0.326; number 10, O, carries -0.392; number 11, F, carries -0.243; number 12, H, carries 0.363; number 13, H, carries 0.205; number 14, H, carries 0.348; number 15, H, carries 0.004; number 16, H, carries 0.463; number 17, H, carries 0.324; number 18, H, carries 0.364; number 19, H, carries 0.328; number 20, H, carries -0.109; number 21, H, carries 0.721; number 22, H, carries 0.401; number 23, H, carries 0.263; number 24, H, carries 0.450; number 25, H, carries 0.392; number 26, O, carries -0.221; number 27, H, carries 0.420; number 28, H, carries 0.167; number 29, H, carries 0.441; number 30, C, carries -1.141; number 31, C, carries -0.120; number 32, O, carries -0.474; number 33, H, carries 0.132; number 34, H, carries 0.358; number 35, H, carries 0.519; number 36, H, carries 0.289; number 37, H, carries 0.267; number 38, H, carries 0.284; number 39, F, carries -0.671; number 40, Cl, carries -0.108; number 41, C, carries 1.081; number 42, C, carries -0.282; number 43, O, carries -0.392; number 44, C, carries 0.752; number 45, O, carries -0.589; number 46, O, carries -0.295; number 47, C, carries -0.488; number 48, H, carries 0.408; number 49, H, carries -1.623; number 50, H, carries 0.364; number 51, H, carries 0.328; number 52, H, carries 0.325; number 53, H, carries 0.287; number 54, H, carries 0.168; number 55, H, carries 0.222; number 56, Cs, carries 1.091; number 57, Be, carries 0.045; number 58, C, carries -1.358; number 59, C, carries 0.327; number 60, C, carries -0.666; number 61, O, carries -0.382; number 62, C, carries -0.674; number 63, N, carries -0.721; number 64, H, carries 0.265; number 65, H, carries 0.348; number 66, H, carries 0.332; number 67, H, carries 0.423; number 68, H, carries 0.341; number 69, H, carries 0.380; number 70, H, carries 0.284; number 71, H, carries 0.247; number 72, H, carries 0.241; number 73, H, carries 0.275; number 74, H, carries 0.329; number 75, O, carries -0.659; number 76, H, carries 0.328; number 77, H, carries 0.330; number 78, C, carries -0.358; number 79, Br, carries -0.017; number 80, Br, carries -0.020; number 81, Br, carries 0.034; number 82, H, carries 0.400

No. 2
Formula: C17H45ClN3O9
Source: the Open Molecules 2025 dataset
Level of theory: the ωB97M-V functional and the def2-TZVPD basis

Results
Frontier orbital gap ... 8.8031 eV
Energy relative to the best compared isomer or geometry (same formula, charge and spin) ... 0.00 kJ/mol
Total charge ... -1
Calculated total energy ... -53770.68397 eV

Geometry (Å):
1 Cl 0.102 0.424 0.180
2 O -0.387 1.663 0.747
3 O 1.417 0.106 0.674
4 O -0.745 -0.687 0.615
5 O 0.048 0.527 -1.270
6 C -3.881 -3.502 1.182
7 C -3.986 -3.039 2.632
8 C -3.205 -1.784 3.006
9 O -5.353 -2.821 3.030
10 H -4.819 -3.968 0.885
11 H -3.057 -4.214 1.138
12 H -3.682 -2.655 0.524
13 H -3.620 -3.852 3.278
14 H -3.225 -1.031 2.215
15 H -2.147 -2.039 3.075
16 H -3.617 -1.361 3.918
17 H -5.850 -3.640 2.992
18 C 4.037 1.054 -2.536
19 O 3.933 2.319 -1.935
20 C 4.168 2.361 -0.556
21 C 3.101 3.251 0.099
22 N 3.064 4.617 -0.524
23 C 1.683 5.110 -0.518
24 C 0.653 4.309 -1.337
25 O 1.257 3.706 -2.476
26 C 0.236 3.051 -3.209
27 H 3.358 0.350 -2.030
28 H 5.048 0.634 -2.460
29 H 3.699 1.158 -3.565
30 H 5.142 2.815 -0.353
31 H 4.057 1.374 -0.096
32 H 3.315 3.420 1.162
33 H 2.150 2.723 0.120
34 H 3.530 5.199 0.164
35 H 1.575 6.155 -0.827
36 H 1.269 5.124 0.506
37 H -0.123 5.011 -1.663
38 H 0.259 3.476 -0.746
39 H -0.437 3.770 -3.688
40 H -0.305 2.346 -2.572
41 H 0.749 2.492 -3.994
42 C -2.289 1.500 -5.056
43 C -2.930 1.022 -3.758
44 C -4.332 0.503 -4.022
45 O -4.885 0.038 -2.799
46 C -6.172 -0.515 -2.979
47 N -2.157 -0.129 -3.278
48 H -2.233 0.665 -5.762
49 H -1.221 1.702 -4.938
50 H -2.754 2.400 -5.461
51 H -2.962 1.878 -3.070
52 H -4.342 -0.279 -4.787
53 H -4.963 1.329 -4.384
54 H -6.298 -0.945 -3.978
55 H -6.969 0.219 -2.850
56 H -6.230 -1.330 -2.260
57 H -1.245 0.130 -2.907
58 H -2.659 -0.468 -2.455
59 C 2.180 -1.690 3.876
60 C 3.485 -2.257 3.269
61 C 3.791 -3.626 3.877
62 O 3.933 -3.445 5.271
63 C 3.814 -4.603 6.035
64 N 3.371 -2.319 1.818
65 H 1.374 -2.420 3.768
66 H 1.892 -0.715 3.482
67 H 2.311 -1.464 4.944
68 H 4.195 -1.475 3.563
69 H 4.749 -3.930 3.447
70 H 2.973 -4.311 3.643
71 H 3.220 -5.415 5.607
72 H 3.403 -4.361 7.022
73 H 4.804 -5.012 6.294
74 H 2.795 -3.132 1.622
75 H 2.936 -1.499 1.420

How is the electron density shared among the atoms? According to Mulliken, the charges in e are: number 1, Cl, carries 1.493; number 2, O, carries -0.725; number 3, O, carries -0.525; number 4, O, carries -0.676; number 5, O, carries -0.715; number 6, C, carries -0.892; number 7, C, carries 0.548; number 8, C, carries -1.091; number 9, O, carries -0.585; number 10, H, carries 0.344; number 11, H, carries 0.311; number 12, H, carries 0.082; number 13, H, carries 0.155; number 14, H, carries 0.255; number 15, H, carries 0.221; number 16, H, carries 0.357; number 17, H, carries 0.300; number 18, C, carries -0.732; number 19, O, carries -0.269; number 20, C, carries -0.632; number 21, C, carries 0.138; number 22, N, carries -0.420; number 23, C, carries -0.838; number 24, C, carries -0.334; number 25, O, carries -0.310; number 26, C, carries -0.765; number 27, H, carries 0.260; number 28, H, carries 0.337; number 29, H, carries 0.240; number 30, H, carries 0.260; number 31, H, carries 0.319; number 32, H, carries 0.482; number 33, H, carries -0.315; number 34, H, carries 0.295; number 35, H, carries 0.419; number 36, H, carries 0.327; number 37, H, carries 0.458; number 38, H, carries 0.166; number 39, H, carries 0.379; number 40, H, carries 0.268; number 41, H, carries 0.310; number 42, C, carries -1.462; number 43, C, carries 0.772; number 44, C, carries -0.833; number 45, O, carries -0.242; number 46, C, carries -0.744; number 47, N, carries -0.755; number 48, H, carries 0.413; number 49, H, carries 0.222; number 50, H, carries 0.357; number 51, H, carries 0.277; number 52, H, carries 0.389; number 53, H, carries 0.346; number 54, H, carries 0.330; number 55, H, carries 0.259; number 56, H, carries 0.218; number 57, H, carries 0.286; number 58, H, carries 0.261; number 59, C, carries -1.278; number 60, C, carries 0.337; number 61, C, carries -0.674; number 62, O, carries -0.264; number 63, C, carries -0.704; number 64, N, carries -0.692; number 65, H, carries 0.238; number 66, H, carries 0.378; number 67, H, carries 0.363; number 68, H, carries 0.229; number 69, H, carries 0.281; number 70, H, carries 0.396; number 71, H, carries 0.312; number 72, H, carries 0.239; number 73, H, carries 0.247; number 74, H, carries 0.286; number 75, H, carries 0.311

No. 3
Formula: C17H45GaN7O16
Source: the Open Molecules 2025 dataset
Level of theory: the ωB97M-V functional and the def2-TZVPD basis

Results
Frontier orbital gap ... 6.2149 eV
Total charge ... -1
Calculated total energy ... -113904.90948 eV

Geometry (Å):
1 C 5.009 -3.058 3.004
2 O 4.771 -2.494 1.723
3 C 4.291 -1.152 1.791
4 C 4.638 -0.429 0.469
5 C 3.370 -0.026 -0.336
6 C 2.984 1.468 -0.199
7 C 1.665 1.662 0.576
8 C 1.810 1.922 2.096
9 Ga 0.537 0.624 3.077
10 C -1.239 0.581 2.044
11 C -1.902 -0.830 1.938
12 C -1.922 -1.257 0.481
13 O -2.806 -2.375 0.252
14 H 6.087 -3.127 3.174
15 H 4.524 -2.485 3.795
16 H 4.588 -4.066 3.033
17 H 3.212 -1.127 1.951
18 H 4.778 -0.615 2.612
19 H 5.257 -1.094 -0.133
20 H 5.177 0.488 0.705
21 H 2.546 -0.678 -0.041
22 H 3.558 -0.234 -1.395
23 H 3.810 2.036 0.229
24 H 2.837 1.859 -1.213
25 H 1.087 0.740 0.444
26 H 1.049 2.442 0.118
27 H 2.847 1.854 2.436
28 H 1.443 2.926 2.324
29 H 0.216 1.068 4.598
30 H 1.263 -0.831 3.118
31 H -1.920 1.287 2.525
32 H -1.091 0.935 1.016
33 H -2.932 -0.753 2.291
34 H -1.329 -1.547 2.528
35 H -2.258 -0.404 -0.121
36 H -0.902 -1.492 0.149
37 H -2.721 -2.607 -0.677
38 C -6.046 -2.529 1.246
39 N -6.106 -1.671 2.459
40 O -5.094 -1.086 2.769
41 O -7.165 -1.620 3.057
42 H -5.040 -2.469 0.839
43 H -6.291 -3.541 1.556
44 H -6.788 -2.151 0.548
45 C 2.485 -2.388 -2.997
46 N 1.360 -1.695 -3.675
47 O 1.606 -0.717 -4.348
48 O 0.248 -2.158 -3.507
49 H 3.407 -1.871 -3.234
50 H 2.283 -2.357 -1.931
51 H 2.504 -3.411 -3.359
52 C -4.744 2.555 4.928
53 N -3.347 3.064 5.003
54 O -3.177 4.274 4.994
55 O -2.475 2.238 5.076
56 H -5.417 3.403 4.869
57 H -4.811 1.930 4.042
58 H -4.921 1.967 5.823
59 C -0.179 1.769 -4.617
60 N -1.332 2.439 -5.273
61 O -1.110 3.423 -5.958
62 O -2.429 1.953 -5.104
63 H 0.723 2.312 -4.871
64 H -0.353 1.777 -3.544
65 H -0.142 0.754 -4.994
66 C -0.928 1.498 -8.764
67 N 0.144 0.478 -8.592
68 O 0.774 0.139 -9.572
69 O 0.314 0.058 -7.467
70 H -0.966 1.780 -9.809
71 H -1.860 1.044 -8.441
72 H -0.678 2.346 -8.132
73 C -0.140 5.182 5.343
74 N 0.536 6.022 4.318
75 O 0.947 7.118 4.663
76 O 0.627 5.571 3.200
77 H -0.142 5.738 6.274
78 H -1.151 4.982 5.000
79 H 0.417 4.253 5.434
80 C -0.220 -5.266 -1.920
81 N 0.962 -6.171 -1.985
82 O 0.789 -7.353 -1.781
83 O 2.029 -5.650 -2.233
84 H -1.094 -5.863 -1.690
85 H -0.025 -4.533 -1.142
86 H -0.311 -4.778 -2.887

How is the electron density shared among the atoms? According to Mulliken, the charges in e are: number 1, C, carries -0.726; number 2, O, carries -0.399; number 3, C, carries -0.093; number 4, C, carries -1.085; number 5, C, carries 0.425; number 6, C, carries -1.336; number 7, C, carries -0.122; number 8, C, carries -0.917; number 9, Ga, carries 0.002; number 10, C, carries -0.653; number 11, C, carries 0.076; number 12, C, carries -0.528; number 13, O, carries -0.576; number 14, H, carries 0.232; number 15, H, carries 0.342; number 16, H, carries 0.249; number 17, H, carries 0.021; number 18, H, carries 0.389; number 19, H, carries 0.395; number 20, H, carries 0.246; number 21, H, carries 0.265; number 22, H, carries 0.017; number 23, H, carries 0.460; number 24, H, carries 0.359; number 25, H, carries -0.318; number 26, H, carries 0.472; number 27, H, carries 0.409; number 28, H, carries 0.389; number 29, H, carries -0.326; number 30, H, carries -0.297; number 31, H, carries 0.356; number 32, H, carries 0.382; number 33, H, carries -0.278; number 34, H, carries 0.364; number 35, H, carries 0.348; number 36, H, carries 0.197; number 37, H, carries 0.278; number 38, C, carries -0.447; number 39, N, carries 0.928; number 40, O, carries -0.535; number 41, O, carries -0.594; number 42, H, carries 0.067; number 43, H, carries 0.278; number 44, H, carries 0.279; number 45, C, carries -0.733; number 46, N, carries 1.028; number 47, O, carries -0.555; number 48, O, carries -0.575; number 49, H, carries 0.334; number 50, H, carries 0.198; number 51, H, carries 0.300; number 52, C, carries -0.745; number 53, N, carries 0.928; number 54, O, carries -0.614; number 55, O, carries -0.429; number 56, H, carries 0.303; number 57, H, carries 0.261; number 58, H, carries 0.279; number 59, C, carries -0.693; number 60, N, carries 0.947; number 61, O, carries -0.567; number 62, O, carries -0.554; number 63, H, carries 0.269; number 64, H, carries 0.373; number 65, H, carries 0.239; number 66, C, carries -0.661; number 67, N, carries 0.901; number 68, O, carries -0.546; number 69, O, carries -0.516; number 70, H, carries 0.304; number 71, H, carries 0.275; number 72, H, carries 0.233; number 73, C, carries -0.538; number 74, N, carries 0.894; number 75, O, carries -0.588; number 76, O, carries -0.516; number 77, H, carries 0.304; number 78, H, carries 0.195; number 79, H, carries 0.279; number 80, C, carries -0.642; number 81, N, carries 0.913; number 82, O, carries -0.560; number 83, O, carries -0.545; number 84, H, carries 0.315; number 85, H, carries 0.283; number 86, H, carries 0.230

> Which value of calculated total energy does entry 2 give?

-53770.68397 eV

> Among the records above, which one has the highest calculated total energy?

C17H45ClN3O9

> Which value of total charge does entry 2 give?

-1

> total charge of number 3 (C17H45GaN7O16)?

-1